Arrangement 1

This record from OMol25 describes a 2-piece molecular cluster, C3H10O2 overall. The level of theory is ωB97M-V/def2-TZVPD.

Geometry as XYZ:
```
15
Properties=species:S:1:pos:R:3
C -1.29088 3.34175 -1.03010
C -0.81671 1.94315 -1.55543
O -0.08049 2.20296 -2.72394
H -2.32794 3.27164 -1.27612
H -1.13808 3.23131 0.02706
H -0.78310 4.14527 -1.42084
H -1.60776 1.36308 -1.80074
H -0.30901 1.36740 -0.78601
H 0.88066 2.34249 -2.68218
C 1.43756 -3.73039 2.50594
O 1.00474 -4.17010 1.14702
H 2.07868 -2.98112 2.06975
H 0.58402 -3.30365 2.97308
H 2.07194 -4.36275 3.08290
H 0.29638 -4.66106 1.46961
```

## Properties
**E_HOMO**: -9.88 eV
**Kohn-Sham gap**: 10.72 eV
**Charge**: 0
**Structure (SMILES)**: CCO.CO
**M**: 78.11 g mol⁻¹
**LUMO energy**: 0.846 eV

Atomic partial charges in e from the Mulliken method, atoms 1 to 4: -0.8566, -0.2521, -0.5506, 0.2419



Arrangement 2

This record from OMol25 describes a 2-piece molecular cluster, C3H10O2 overall. The level of theory is ωB97M-V/def2-TZVPD.

Geometry as XYZ:
```
15
Properties=species:S:1:pos:R:3
C -1.34121 -2.25777 0.47019
C -0.41688 -1.08216 0.18623
O -0.75794 -0.03510 1.06332
H -1.72114 -2.16227 1.44057
H -0.74037 -3.20057 0.58942
H -2.20841 -2.51002 -0.16053
H 0.61464 -1.31370 0.19037
H -0.74103 -0.84904 -0.91866
H -0.61134 0.89843 0.63096
C 1.28966 2.47868 -0.54916
O 0.93599 1.11626 -1.09441
H 2.49727 2.65237 -0.35185
H 0.92587 2.53236 0.53113
H 0.66648 3.13989 -1.27080
H 1.60839 0.59264 -0.75679
```

## Properties
**E_HOMO**: -10.04 eV
**Kohn-Sham gap**: 10.77 eV
**Charge**: 0
**Structure (SMILES)**: CCO.CO
**M**: 78.11 g mol⁻¹
**LUMO energy**: 0.733 eV

Atomic partial charges in e from the Mulliken method, atoms 1 to 4: -1.0718, 0.0551, -0.5521, 0.3326



Arrangement 3

This record from OMol25 describes a 2-piece molecular cluster, C3H10O2 overall. The level of theory is ωB97M-V/def2-TZVPD.

Geometry as XYZ:
```
15
Properties=species:S:1:pos:R:3
C 1.55680 1.02128 -3.24916
C 1.40379 -0.22434 -2.31960
O 1.80117 -0.01447 -0.93263
H 0.74959 1.76256 -3.06739
H 1.53097 0.99031 -4.30629
H 2.55717 1.45379 -2.92414
H 0.52966 -0.73843 -2.44735
H 2.26306 -0.91406 -2.66749
H 2.11195 -0.82129 -0.59054
C -2.41858 -0.46459 3.38557
O -1.67282 -0.18457 4.53554
H -2.84102 -1.56111 3.42433
H -1.78721 -0.40723 2.46310
H -3.37776 0.18474 3.50350
H -2.40677 -0.08257 5.19255
```

## Properties
**E_HOMO**: -10.07 eV
**Kohn-Sham gap**: 10.93 eV
**Charge**: 0
**Structure (SMILES)**: CCO.CO
**M**: 78.11 g mol⁻¹
**LUMO energy**: 0.855 eV

Atomic partial charges in e from the Mulliken method, atoms 1 to 4: -0.9637, -0.2146, -0.5275, 0.2514



arrangement 3 comes first in stability; the runner-up is 0.0074 hartree higher.



Arrangement 1

This record from OMol25 describes one molecule with the formula CH2N4O. The level of theory is ωB97M-V/def2-TZVPD.

Geometry as XYZ:
```
8
Properties=species:S:1:pos:R:3
C -1.42779 -0.15550 1.47899
N 0.70691 0.42403 -1.35031
N 0.38614 -0.68485 -0.05067
N 0.23475 1.42350 -1.57154
N -0.39420 -0.06421 0.90537
O -2.35863 -0.10837 2.19246
H 1.44857 -0.19795 -1.86864
H 1.40424 -0.63665 0.26434
```

## Properties
**E_HOMO**: -8.91 eV
**Kohn-Sham gap**: 9.50 eV
**Charge**: 0
**M**: 86.05 g mol⁻¹
**LUMO energy**: 0.591 eV

Atomic partial charges in e from the Mulliken method, atoms 1 to 4: 0.4567, 0.2566, -0.4273, -0.4249



Arrangement 2

This record from OMol25 describes one molecule with the formula CH2N4O. The level of theory is ωB97M-V/def2-TZVPD.

Geometry as XYZ:
```
8
Properties=species:S:1:pos:R:3
O 1.35985 -0.20873 0.99757
N 0.38254 0.04686 0.19316
C -0.50719 -0.81118 -0.27280
N -1.39668 -0.17952 -1.00360
N -1.03318 1.10879 -0.92704
N 0.03355 1.26368 -0.18750
H 1.59291 0.64127 1.38912
H -0.43180 -1.86118 -0.18891
```

## Properties
**E_HOMO**: -10.82 eV
**Kohn-Sham gap**: 11.37 eV
**Charge**: 0
**Structure (SMILES)**: On1cnnn1
**M**: 86.05 g mol⁻¹
**LUMO energy**: 0.550 eV

Atomic partial charges in e from the Mulliken method, atoms 1 to 4: -0.4536, 0.6187, -0.0870, -0.3049



Arrangement 3

This record from OMol25 describes one molecule with the formula CH2N4O. The level of theory is ωB97M-V/def2-TZVPD.

Geometry as XYZ:
```
8
Properties=species:S:1:pos:R:3
N -1.97130 -0.02206 -0.08346
C -0.63226 -0.20590 0.09084
N 0.03383 1.03118 -0.05906
N 1.24380 0.87380 0.07788
O 1.53004 -0.55154 -0.11519
N 0.21552 -1.12495 0.10102
H -2.79242 -0.61781 -0.13920
H -2.30727 0.95975 0.26104
```

## Properties
**E_HOMO**: -10.16 eV
**Kohn-Sham gap**: 10.40 eV
**Charge**: 0
**Structure (SMILES)**: Nc1nnon1
**M**: 86.05 g mol⁻¹
**LUMO energy**: 0.239 eV

Atomic partial charges in e from the Mulliken method, atoms 1 to 4: -0.3955, 0.5421, -0.1407, -0.0867



Arrangement 4

This record from OMol25 describes one molecule with the formula CH2N4O. The level of theory is ωB97M-V/def2-TZVPD.

Geometry as XYZ:
```
8
Properties=species:S:1:pos:R:3
H 2.38535 -1.99675 0.11696
N 1.65198 -1.32970 -0.12682
N 1.45889 -0.64413 0.89011
N 0.58232 0.36698 0.58507
C -0.38764 0.25362 -0.15031
N -1.40178 0.34136 -0.85774
O -2.23261 1.19735 -0.03113
H -2.69876 0.60049 0.56881
```

## Properties
**E_HOMO**: -10.29 eV
**Kohn-Sham gap**: 10.10 eV
**Charge**: 0
**Structure (SMILES)**: [H]/N=N/N=C=NO
**M**: 86.05 g mol⁻¹
**LUMO energy**: -0.189 eV

Atomic partial charges in e from the Mulliken method, atoms 1 to 4: 0.2697, -0.3303, -0.1350, -0.1076



arrangement 2 comes first in stability; the runner-up is 0.0124 hartree higher.



Arrangement 1

This record from OMol25 describes a 2-piece molecular cluster, C3H8O2 overall. The level of theory is ωB97M-V/def2-TZVPD.

Geometry as XYZ:
```
13
Properties=species:S:1:pos:R:3
O -2.79324 -2.04566 -2.02046
C -2.30551 -3.23562 -2.04670
O -1.28003 -3.69294 -1.13703
H -2.69020 -3.95479 -2.78587
H -0.78452 -2.86028 -1.24816
C 0.84436 1.78346 1.86516
C 1.55284 2.20841 0.37561
H 0.02843 0.96519 1.80901
H 0.54501 2.75141 2.32644
H 1.55381 1.31403 2.63042
H 0.81184 2.72254 -0.37929
H 2.49672 2.74863 0.58941
H 2.02051 1.29560 0.02147
```

## Properties
**E_HOMO**: -11.19 eV
**Kohn-Sham gap**: 11.80 eV
**Charge**: 0
**Structure (SMILES)**: O=CO.CC
**M**: 76.09 g mol⁻¹
**LUMO energy**: 0.615 eV

Atomic partial charges in e from the Mulliken method, atoms 1 to 4: -0.4613, 0.2275, -0.4024, 0.3052



Arrangement 2

This record from OMol25 describes a 2-piece molecular cluster, C3H8O2 overall. The level of theory is ωB97M-V/def2-TZVPD.

Geometry as XYZ:
```
13
Properties=species:S:1:pos:R:3
O 0.09416 -1.55354 -1.14174
C 0.08628 -1.26812 0.03622
C 1.18156 -0.35425 0.56834
O 1.64688 0.41469 -0.50769
H -0.69647 -1.65849 0.70960
H 0.83458 0.29302 1.38346
H 1.98418 -0.99588 0.95650
H 1.36967 -0.10848 -1.28535
C -1.31690 1.02774 -0.15082
H -1.56687 2.06185 -0.35832
H -1.47306 0.82035 0.91440
H -1.94762 0.35783 -0.74080
H -0.26708 0.94726 -0.43734
```

## Properties
**E_HOMO**: -10.43 eV
**Kohn-Sham gap**: 11.27 eV
**Charge**: 0
**Structure (SMILES)**: O=CCO.C
**M**: 76.09 g mol⁻¹
**LUMO energy**: 0.842 eV

Atomic partial charges in e from the Mulliken method, atoms 1 to 4: -0.5049, 0.0403, -0.4430, -0.5626



Arrangement 3

This record from OMol25 describes one molecule with the formula C3H8O2. The level of theory is ωB97M-V/def2-TZVPD.

Geometry as XYZ:
```
13
Properties=species:S:1:pos:R:3
C -0.62466 1.17996 0.64329
O 0.69112 1.17903 0.10064
C 0.71005 0.20587 -0.90506
C 0.26815 -1.15748 -0.30360
O -1.17681 -1.42227 -0.07794
H -0.55713 1.59993 1.64562
H -1.28377 1.77478 -0.00101
H -1.09438 0.16171 0.64632
H 0.11008 0.52086 -1.77618
H 1.75447 0.13564 -1.26209
H 0.56436 -1.95245 -0.97551
H 0.82562 -1.20262 0.64504
H -1.31509 -1.85030 0.78653
```

## Properties
**E_HOMO**: -9.31 eV
**Kohn-Sham gap**: 10.17 eV
**Charge**: 0
**Structure (SMILES)**: COCCO
**M**: 76.09 g mol⁻¹
**LUMO energy**: 0.857 eV

Atomic partial charges in e from the Mulliken method, atoms 1 to 4: -0.6695, -0.3484, -0.3357, -0.4954



arrangement 2 comes first in stability; the runner-up is 0.0208 hartree higher.



Arrangement 1

This record from OMol25 describes one molecule with the formula C3H8O2. The level of theory is ωB97M-V/def2-TZVPD.

Geometry as XYZ:
```
13
Properties=species:S:1:pos:R:3
C 0.98666 0.24959 -1.33450
O -0.20363 -0.62682 -1.10401
C -0.22176 -0.96656 0.26609
C -0.48298 0.24482 1.17222
O -1.72688 0.80726 0.86948
H 1.17584 0.32879 -2.44989
H 0.72695 1.36687 -0.92612
H 1.95099 -0.16149 -0.78689
H -1.07752 -1.65139 0.51723
H 0.74606 -1.53969 0.45606
H 0.32697 1.03795 1.10809
H -0.58673 -0.03539 2.27930
H -1.61398 0.94606 -0.06706
```

## Properties
**E_HOMO**: -9.96 eV
**Kohn-Sham gap**: 10.88 eV
**Charge**: 0
**Structure (SMILES)**: COCCO
**M**: 76.09 g mol⁻¹
**LUMO energy**: 0.916 eV

Atomic partial charges in e from the Mulliken method, atoms 1 to 4: -0.5501, -0.3705, -0.3199, -0.4406



Arrangement 2

This record from OMol25 describes a 2-piece molecular cluster, C3H8O2 overall. The level of theory is ωB97M-V/def2-TZVPD.

Geometry as XYZ:
```
13
Properties=species:S:1:pos:R:3
C 1.83469 -0.90473 -0.34749
C 0.52395 -0.58429 -0.38570
C -0.19843 0.54083 -1.03204
O -0.35700 -1.27123 0.40848
H 2.56441 -0.30807 -0.86763
H 2.04952 -1.80770 0.20454
H -1.13067 0.76344 -0.52430
H 0.39209 1.44335 -1.16387
H -0.41209 0.19249 -2.04988
H 0.05758 -1.98286 0.86648
O -2.11480 1.19909 1.59596
H -1.70618 1.78652 0.98305
H -1.50306 0.93317 2.31241
```

## Properties
**E_HOMO**: -8.79 eV
**Kohn-Sham gap**: 9.55 eV
**Charge**: 0
**Structure (SMILES)**: C=C(C)O.O
**M**: 76.09 g mol⁻¹
**LUMO energy**: 0.766 eV

Atomic partial charges in e from the Mulliken method, atoms 1 to 4: -1.0026, 0.8623, -1.0090, -0.4497



arrangement 2 comes first in stability; the runner-up is 0.0259 hartree higher.



Arrangement 1

This record from OMol25 describes a 2-piece molecular cluster, C4H3O2 overall. The level of theory is ωB97M-V/def2-TZVPD.

Geometry as XYZ:
```
9
Properties=species:S:1:pos:R:3
C 0.69486 -0.39329 0.31738
C -0.85525 1.02912 -0.70396
C -0.52423 0.49872 0.64463
C -0.17332 -0.17929 -0.91544
O 0.89534 -1.58643 0.85123
O -1.52088 -0.17030 -0.29562
H 1.56372 0.15369 0.11004
H -1.86145 2.26491 -1.19190
H 1.78122 -1.61713 1.18365
```

## Properties
**E_HOMO**: -17.11 eV
**Kohn-Sham gap**: 10.73 eV
**Charge**: +1
**M**: 83.07 g mol⁻¹
**LUMO energy**: -6.376 eV

Atomic partial charges in e from the Mulliken method, atoms 1 to 4: 0.3160, 0.0671, -0.1078, -0.1146



Arrangement 2

This record from OMol25 describes a 2-piece molecular cluster, C4H3O2 overall. The level of theory is ωB97M-V/def2-TZVPD.

Geometry as XYZ:
```
9
Properties=species:S:1:pos:R:3
C -0.63005 -2.33994 -0.15325
C 0.17844 -1.44678 0.00685
C -0.55899 1.62153 0.17516
C 1.54488 0.49777 -0.23343
O 2.68111 0.24505 -0.10957
O 0.47331 1.08458 -0.35719
H -1.36699 -3.07340 0.01379
H -1.03362 1.29407 1.13270
H -1.28808 2.11711 -0.47508
```

## Properties
**E_HOMO (alpha / beta)**: -14.31 / -16.71 eV
**Kohn-Sham gap (alpha / beta)**: 5.80 / 10.63 eV
**Charge**: +1
**M**: 83.07 g mol⁻¹
**LUMO energy (alpha / beta)**: -8.514 / -6.081 eV

Atomic partial charges in e from the Mulliken method, atoms 1 to 4: -0.1648, -0.2330, -0.2833, 0.8825



arrangement 2 comes first in stability; the runner-up is 0.0116 hartree higher.



Arrangement 1

This record from OMol25 describes a 2-piece molecular cluster, C4H3O2 overall. The level of theory is ωB97M-V/def2-TZVPD.

Geometry as XYZ:
```
9
Properties=species:S:1:pos:R:3
C -1.43219 0.21910 -0.35691
C 0.64546 -0.95020 0.56910
C -0.43393 -0.56617 0.12543
C 2.76277 0.08595 -0.20390
O -2.18606 0.87806 0.46434
O 3.85380 0.32919 -0.14974
H -1.69184 0.21295 -1.41004
H 1.34047 -1.54998 1.01086
H -2.85849 1.34110 -0.04915
```

## Properties
**E_HOMO**: -16.17 eV
**Kohn-Sham gap**: 9.19 eV
**Charge**: +1
**M**: 83.07 g mol⁻¹
**LUMO energy**: -6.978 eV

Atomic partial charges in e from the Mulliken method, atoms 1 to 4: 0.2100, 0.0521, -0.3605, 0.1221



Arrangement 2

This record from OMol25 describes an isolated ion of composition C4H3O2 and charge +1. The level of theory is ωB97M-V/def2-TZVPD.

Geometry as XYZ:
```
9
Properties=species:S:1:pos:R:3
C 1.03038 -0.03115 -0.21497
C -1.56210 0.72084 0.24635
C -0.28454 0.09299 0.08490
C -1.52180 -0.12745 -0.87294
O 1.62352 -1.07911 0.13462
O -1.40011 -0.72682 0.42630
H 1.60555 0.73627 -0.64606
H -2.08354 1.39984 0.93065
H 2.59264 -0.98541 -0.08884
```

## Properties
**E_HOMO**: -15.56 eV
**Kohn-Sham gap**: 9.55 eV
**Charge**: +1
**M**: 83.07 g mol⁻¹
**LUMO energy**: -6.014 eV

Atomic partial charges in e from the Mulliken method, atoms 1 to 4: 0.0216, 0.4452, 0.4647, -0.8130



Arrangement 3

This record from OMol25 describes an isolated ion of composition C4H3O2 and charge +1. The level of theory is ωB97M-V/def2-TZVPD.

Geometry as XYZ:
```
9
Properties=species:S:1:pos:R:3
C 0.72639 -0.13292 0.00827
C -1.58782 -0.46677 -0.01632
C -0.52693 0.09528 -0.80711
C -0.52468 0.00172 0.83825
O 1.80479 0.99839 -0.02991
O -1.24444 0.93139 0.06999
H 1.20837 -1.10438 -0.05398
H -2.54617 -0.94614 -0.06160
H 2.69049 0.62343 0.05241
```

## Properties
**E_HOMO**: -16.98 eV
**Kohn-Sham gap**: 10.57 eV
**Charge**: +1
**M**: 83.07 g mol⁻¹
**LUMO energy**: -6.405 eV

Atomic partial charges in e from the Mulliken method, atoms 1 to 4: 0.3085, 0.2353, -0.0961, -0.1082



arrangement 1 comes first in stability; the runner-up is 0.1573 hartree higher.